DFT (wB97M-V/def2-TZVPD) results for a gas-phase ion, C9H14N6 (charge +2).

XYZ file:
```
29
Properties=species:S:1:pos:R:3:forces:R:3
C 3.442679 -0.385161 0.822382 0.8 -4.7 -1.0
C 3.691011 0.903087 1.197622 1.6 2.7 1.8
N 3.855055 1.788651 0.259220 -1.1 -0.3 1.2
C 3.269862 1.655056 -0.957827 1.3 1.2 -2.0
C 2.275735 0.787514 -1.290293 0.2 -0.3 1.0
N 1.683708 -0.237803 -0.462566 3.2 0.0 2.2
N 0.386295 0.097657 -0.134790 -2.0 -1.4 -0.7
C -0.022312 -0.360782 1.227150 -0.9 -1.3 -2.6
C -1.454525 0.252605 1.421893 3.6 3.7 -1.0
N -2.464409 -0.003938 0.402689 -1.3 -2.3 0.6
C -1.884694 0.188778 -0.987096 -1.7 -1.1 -0.7
C -0.534787 -0.506762 -1.128422 -2.4 -0.4 1.3
N 1.850501 -1.563193 -0.714942 -0.9 -2.5 -1.6
C 2.830354 -2.254135 -0.305841 -0.4 3.7 0.7
N 3.757427 -1.539703 0.473434 -0.4 4.6 1.7
H 3.841266 1.246388 2.297851 -0.2 -0.9 -1.9
H 3.654799 2.519962 -1.663658 -1.3 -2.2 1.1
H 1.573796 0.895617 -2.052402 -0.4 1.2 -1.7
H 0.754862 0.055088 1.820842 -0.1 0.3 1.4
H -0.002589 -1.518589 1.246516 -0.2 1.7 0.3
H -1.724087 0.031071 2.385897 -1.4 -0.6 2.2
H -1.335808 1.412824 1.327035 0.1 -2.0 0.6
H -2.865686 -0.950468 0.606469 0.3 0.6 -0.8
H -3.245848 0.639393 0.635637 0.4 -0.3 -0.7
H -1.865648 1.225991 -0.999728 0.8 2.1 -0.4
H -2.619779 -0.058659 -1.828608 0.9 -0.3 1.5
H -0.792536 -1.630980 -1.114713 1.2 1.4 0.3
H -0.230339 -0.214436 -2.081706 0.7 0.0 -1.7
H 3.146536 -3.228088 -0.380535 -0.5 -2.5 -1.0
```
Positions in Å, forces in eV/Å.

Output
Net charge: +2
ΔE to the lowest compared entry with this formula, charge and spin in kJ/mol: 389.02
SMILES string: c1cnccn(N2CC[NH2+]CC2)nc[n+]#1
Kohn-Sham gap (spin up / spin down) in eV: 7.995 / 7.994
HOMO (spin up / spin down) in hartree: -0.615 / -0.615

Atomic charges from the Löwdin analysis, expressed in e, are listed below:
1 C 0.035
2 C -0.076
3 N 0.132
4 C -0.066
5 C 0.035
6 N -0.163
7 N -0.105
8 C -0.070
9 C -0.093
10 N 0.055
11 C -0.071
12 C -0.131
13 N 0.140
14 C -0.029
15 N 0.240
16 H 0.191
17 H 0.187
18 H 0.105
19 H 0.112
20 H 0.160
21 H 0.111
22 H 0.187
23 H 0.212
24 H 0.208
25 H 0.111
26 H 0.181
27 H 0.168
28 H 0.107
29 H 0.128

***

DFT (wB97M-V/def2-TZVPD) results for C9H14NPS in the gas phase.

XYZ file:
```
26
Properties=species:S:1:pos:R:3:forces:R:3
C 1.504482 1.803442 0.523743 -3.1 0.7 0.9
C 0.400545 0.852554 1.051247 0.3 1.5 0.2
C -0.593490 1.746247 1.889353 1.3 0.4 -0.1
C -0.253108 0.208886 -0.137970 -1.1 0.4 0.1
C -1.317870 -0.838228 0.262137 0.6 -0.2 -1.0
C -2.516812 -1.228912 0.749658 2.9 -3.0 -1.4
S -2.644383 -3.006800 0.607131 0.6 1.1 -0.4
C -1.125630 -3.120268 -0.195114 0.9 0.8 -0.4
C -0.523544 -1.886085 -0.303279 -2.0 -1.1 0.9
C 0.569488 -1.007522 -0.835533 0.9 0.1 1.6
N 0.738008 -1.101541 -2.263029 -0.3 -0.5 1.0
P 1.593849 0.082611 -3.062981 -0.9 1.7 -1.0
H 1.129199 2.595995 -0.116170 -0.4 -0.1 -0.4
H 2.245095 1.297751 0.041464 2.3 -1.3 -1.1
H 1.784500 2.310316 1.392676 1.4 0.8 1.3
H 0.971746 0.216154 1.769744 -0.9 -0.3 -0.6
H -1.419666 1.251738 2.427578 0.5 -0.1 -0.4
H -1.017825 2.594891 1.277141 0.5 -0.9 0.5
H 0.152423 2.159112 2.624973 -1.3 0.1 -0.2
H -0.625231 1.112151 -0.728332 0.4 -1.5 0.1
H -3.336377 -0.857174 1.171544 -2.9 2.2 1.6
H -0.742140 -4.033304 -0.604645 -0.1 -0.4 0.1
H 1.557762 -1.170163 -0.253433 -1.2 0.4 -1.2
H -0.159784 -1.185334 -2.665873 -1.1 -0.6 -0.6
H 0.993666 1.277564 -2.398295 0.9 -0.7 -0.5
H 2.635096 -0.074082 -2.223735 1.6 0.4 0.9
```
Positions in Å, forces in eV/Å.

Output
ΔE to the lowest compared entry with this formula, charge and spin in kJ/mol: 278.27
SMILES string: CC(C)[C@@H]1c2cscc2[C@H]1NP
Kohn-Sham gap in eV: 9.759
HOMO in hartree: -0.326

Atomic charges from the Löwdin analysis, expressed in e, are listed below:
1 C -0.084
2 C -0.398
3 C -0.060
4 C -0.191
5 C -0.233
6 C -0.284
7 S 0.964
8 C -0.357
9 C -0.260
10 C -0.297
11 N -0.356
12 P 0.775
13 H 0.082
14 H 0.030
15 H 0.051
16 H 0.153
17 H 0.071
18 H 0.094
19 H 0.081
20 H 0.155
21 H 0.004
22 H 0.062
23 H 0.168
24 H 0.051
25 H -0.088
26 H -0.134

***

DFT (wB97M-V/def2-TZVPD) results for 2 unconnected molecules or ions with the total composition C9H14O.

XYZ file:
```
24
Properties=species:S:1:pos:R:3:forces:R:3
C 0.396310 -2.487211 0.726370 0.5 0.5 -0.9
C 0.963229 -1.197220 0.139190 -1.5 -1.1 0.6
C 1.671236 -0.339182 0.946288 0.5 0.9 0.8
C 2.223932 0.858518 0.502727 0.5 -0.2 -1.6
C 2.090741 1.103038 -0.872276 -0.3 -0.5 0.5
O 2.887255 1.967066 -1.614249 0.4 -0.4 1.2
C 1.168449 0.354211 -1.590050 0.3 -0.4 -1.7
C 0.585268 -0.831965 -1.156034 0.9 1.3 1.5
H 0.435105 -2.522590 1.811942 -0.4 0.1 0.0
H 0.981221 -3.320099 0.361590 0.3 -0.4 0.0
H -0.584283 -2.624222 0.273257 -0.3 -0.1 0.6
H 1.795103 -0.540152 2.006386 0.0 -0.4 -0.1
H 2.853847 1.483813 1.117928 0.0 0.0 0.1
H 2.354800 2.684206 -1.918590 -0.5 0.8 -0.4
H 1.139373 0.664458 -2.634978 -0.5 -0.2 0.0
H -0.180003 -1.398616 -1.657722 0.2 0.0 -0.5
C -2.742859 0.888427 -0.335196 2.1 -0.5 0.6
C -2.515166 0.693149 1.168750 -1.4 -0.3 0.9
H -3.732368 1.182479 -0.657142 -0.1 -0.1 0.0
H -1.959627 1.583620 -0.649114 -0.5 0.5 -0.3
H -2.372104 -0.033029 -0.796850 -0.7 0.0 -0.3
H -1.472612 0.645250 1.465911 0.2 0.2 -0.3
H -2.959007 -0.235097 1.551189 0.1 -0.1 -0.4
H -3.027840 1.421148 1.810676 0.3 0.3 -0.3
```
Positions in Å, forces in eV/Å.

Output
ΔE to the lowest compared entry with this formula, charge and spin in kJ/mol: 87.82
SMILES string: Cc1ccc(O)cc1.CC
Kohn-Sham gap in eV: 9.595
HOMO in hartree: -0.321

Atomic charges from the Löwdin analysis, expressed in e, are listed below:
1 C -0.045
2 C -0.291
3 C -0.067
4 C 0.000
5 C -0.318
6 O 0.030
7 C -0.034
8 C -0.035
9 H 0.075
10 H 0.072
11 H 0.071
12 H 0.112
13 H 0.112
14 H 0.086
15 H 0.119
16 H 0.110
17 C -0.154
18 C -0.174
19 H 0.060
20 H 0.056
21 H 0.048
22 H 0.050
23 H 0.058
24 H 0.059

***

DFT (wB97M-V/def2-TZVPD) results for 2 unconnected molecules or ions with the total composition C9H14O.

XYZ file:
```
24
Properties=species:S:1:pos:R:3:forces:R:3
C 2.311134 0.570278 -1.606709 -0.1 -0.2 0.0
C 1.089211 -0.316917 -1.541598 0.6 -0.1 -0.2
C -0.131596 0.135490 -1.068885 -0.1 -0.3 -0.6
C -1.209166 -0.747274 -1.061441 -0.1 0.1 -0.1
C -1.055833 -2.072123 -1.446071 0.3 0.0 1.4
C 0.215709 -2.557363 -1.725080 0.0 0.1 -1.6
C 1.247633 -1.654303 -1.930297 -0.1 0.3 1.1
H 2.759303 0.520577 -2.598491 0.0 0.1 0.0
H 3.064421 0.220182 -0.897541 0.0 0.0 0.0
H 2.092813 1.605047 -1.365945 -0.1 0.1 0.0
H -0.244270 1.179289 -0.809014 -0.1 0.0 0.2
H -2.188385 -0.420507 -0.738346 0.0 0.2 0.0
H -1.877222 -2.743696 -1.255541 -0.2 -0.2 -0.4
H 0.361436 -3.595206 -2.003501 0.0 0.0 0.2
H 2.241785 -1.962003 -2.223164 0.0 -0.2 -0.2
C -0.323293 1.719212 4.029548 -0.3 -0.9 0.0
C -0.464352 1.480797 2.532068 -0.9 -0.5 0.2
O -1.588487 2.076019 1.895150 -0.1 0.8 -0.1
H -0.131706 2.769548 4.240282 0.0 -0.1 0.1
H 0.514948 1.088148 4.337412 0.3 0.4 0.1
H -1.153617 1.327207 4.627132 -0.2 0.4 -0.2
H 0.424486 1.931416 2.119015 0.2 0.0 -0.7
H -0.536920 0.418698 2.273281 0.7 0.0 0.3
H -2.397866 1.563276 2.004168 0.4 -0.1 0.2
```
Positions in Å, forces in eV/Å.

Output
ΔE to the lowest compared entry with this formula, charge and spin in kJ/mol: 57.92
SMILES string: Cc1ccccc1.CCO
Kohn-Sham gap in eV: 9.874
HOMO in hartree: -0.330

Atomic charges from the Löwdin analysis, expressed in e, are listed below:
1 C -0.056
2 C -0.283
3 C -0.054
4 C -0.092
5 C -0.102
6 C -0.089
7 C -0.057
8 H 0.078
9 H 0.080
10 H 0.070
11 H 0.107
12 H 0.098
13 H 0.095
14 H 0.100
15 H 0.109
16 C -0.092
17 C -0.331
18 O -0.093
19 H 0.074
20 H 0.073
21 H 0.071
22 H 0.103
23 H 0.110
24 H 0.082

***

DFT (wB97M-V/def2-TZVPD) results for 2 unconnected molecules or ions with the total composition C9H14O.

XYZ file:
```
24
Properties=species:S:1:pos:R:3:forces:R:3
C 0.040612 3.078439 2.579937 -3.5 1.5 0.8
C -0.153820 1.645273 2.154861 0.2 4.2 2.3
C -0.735093 0.932460 3.158738 -1.8 -4.0 0.1
C -1.151882 -0.412877 2.896311 2.6 1.4 -0.5
C -0.669763 -0.803893 1.617016 -1.2 -0.8 0.7
O -1.007517 -2.077912 1.277025 0.4 -1.5 -0.7
C 0.060060 -0.067805 0.660615 -0.9 -2.2 -0.5
C 0.304257 1.222262 0.962903 1.0 -0.3 -1.4
H -0.387308 3.944630 1.971304 0.2 -1.5 0.2
H 1.014094 3.344752 2.701456 3.1 0.6 0.5
H -0.485967 3.200218 3.585894 0.9 0.1 -1.2
H -0.912750 1.236305 4.173925 0.0 1.0 0.0
H -1.509173 -1.123377 3.719308 0.3 1.1 -1.7
H -1.931342 -2.078799 1.057481 -0.6 -0.2 -0.1
H 0.312513 -0.532241 -0.336706 -0.2 0.4 1.5
H 0.935208 1.792426 0.286392 -0.4 0.5 0.2
C 1.193543 -2.331830 -3.947632 -1.4 -0.1 1.0
C 0.432305 -1.025245 -4.240153 0.4 1.5 0.5
H 2.272229 -2.411709 -4.160610 -0.7 0.2 -0.9
H 1.224667 -2.381638 -2.845101 -0.3 -0.5 -0.3
H 0.524097 -3.141696 -4.344763 1.3 0.2 0.4
H -0.602595 -0.991890 -3.782056 1.4 -0.2 0.2
H 0.155734 -0.874607 -5.286507 0.7 0.0 -0.2
H 1.077897 -0.141252 -3.859643 -1.4 -1.1 -0.7
```
Positions in Å, forces in eV/Å.

Output
ΔE to the lowest compared entry with this formula, charge and spin in kJ/mol: 199.30
SMILES string: Cc1ccc(O)cc1.CC
Kohn-Sham gap in eV: 9.456
HOMO in hartree: -0.317

Atomic charges from the Löwdin analysis, expressed in e, are listed below:
1 C -0.063
2 C -0.315
3 C -0.061
4 C 0.026
5 C -0.333
6 O 0.005
7 C -0.016
8 C -0.069
9 H 0.102
10 H 0.030
11 H 0.090
12 H 0.103
13 H 0.141
14 H 0.096
15 H 0.136
16 H 0.129
17 C -0.186
18 C -0.204
19 H 0.063
20 H 0.050
21 H 0.075
22 H 0.072
23 H 0.044
24 H 0.085